No. 1
Formula: CHO3
Source: the OMol25 dataset
Level of theory: the ωB97M-V functional and the def2-TZVPD basis

Orbital gap (spin up / spin down), eV: 12.3 / 8.0
Spin multiplicity: 3
Total charge: +1
HOMO level (spin up / spin down), eV: -19.40 / -19.34
ΔE to the lowest compared entry with this formula, charge and spin, kcal per mole: 0.0

Last column: Mulliken charge in e.
Positions of all 5 atoms, in Å:
C -0.154 -0.760 0.393  0.222
O -1.145 -1.396 0.320  -0.082
O 1.965 -1.359 0.781  0.202
O 1.008 -0.740 1.112  0.299
H -0.107 0.258 0.151  0.358


No. 2
Formula: C4H12N3
Source: the OMol25 dataset
Level of theory: the ωB97M-V functional and the def2-TZVPD basis

Orbital gap (spin up / spin down), eV: 4.3 / 10.1
Spin multiplicity: 2
HOMO level (spin up / spin down), eV: -3.53 / -9.34
ΔE to the lowest compared entry with this formula, charge and spin, kcal per mole: 86.2

Last column: Mulliken charge in e.
Positions of all 19 atoms, in Å:
C -0.619 -1.189 1.135  -0.872
C -0.521 -1.050 -0.330  -0.737
C -1.301 0.207 -0.848  -0.692
N 1.909 2.027 -0.948  -0.509
C 0.715 1.838 -0.708  -0.248
N -0.411 1.208 -1.471  -0.285
N 0.802 -0.953 1.622  -2.110
H -1.228 -2.159 1.566  0.209
H -1.192 -0.446 1.711  0.603
H 0.570 -1.033 -0.638  0.506
H -0.822 -1.923 -0.821  0.470
H -2.034 -0.025 -1.548  0.408
H -1.696 0.724 0.169  0.247
H 2.343 1.852 -1.808  0.236
H 0.310 2.358 0.157  0.415
H -0.324 0.998 -2.455  0.248
H 1.220 -0.207 0.913  0.213
H 0.866 -0.475 2.597  0.969
H 1.412 -1.752 1.706  0.929


No. 3
Formula: CH14N3O4
Source: the OMol25 dataset
Level of theory: the ωB97M-V functional and the def2-TZVPD basis

Orbital gap, eV: 11.6
Spin multiplicity: 1
Total charge: +1
HOMO level, eV: -14.47
ΔE to the lowest compared entry with this formula, charge and spin, kcal per mole: 29.7

Last column: Mulliken charge in e.
Positions of all 22 atoms, in Å:
N -0.645 0.420 -1.391  -0.439
C -0.449 -0.104 -0.126  0.562
N 0.200 -1.286 0.117  -0.409
N -1.124 0.466 0.918  -0.229
H -0.905 1.436 -1.307  0.237
H 0.178 0.254 -1.920  0.308
H -0.210 -1.848 0.905  0.247
H 0.625 -1.826 -0.750  0.347
H -1.379 0.025 1.838  0.283
H -1.617 1.339 0.732  0.114
H -2.545 3.566 0.255  0.313
H -2.701 2.594 -0.862  0.365
O -2.044 3.117 -0.418  -0.688
H 0.215 -0.328 4.131  0.305
H 0.695 0.937 3.588  0.268
O 0.168 0.208 3.367  -0.572
H 0.501 -3.020 -2.811  0.302
H 2.010 -2.623 -2.730  0.290
O 1.140 -2.369 -2.481  -0.622
H 3.377 -0.136 -0.517  0.309
H 2.011 -0.408 0.154  0.326
O 2.497 -0.414 -0.692  -0.616


No. 4
Formula: C12H16N4O3S
Source: the OMol25 dataset
Level of theory: the ωB97M-V functional and the def2-TZVPD basis

Orbital gap, eV: 8.0
Spin multiplicity: 1
HOMO level, eV: -8.48
ΔE to the lowest compared entry with this formula, charge and spin, kcal per mole: 50.7

Last column: Mulliken charge in e.
Positions of all 36 atoms, in Å:
C 3.750 -2.561 1.248  -1.113
C 4.530 -1.526 0.344  -0.194
C 3.622 -0.482 -0.390  0.617
O 3.751 -0.303 -1.580  -0.540
O 2.641 0.307 0.275  -0.334
C 1.401 -0.426 0.171  -0.251
C 0.150 0.392 0.717  -0.752
C -1.113 -0.484 0.323  0.475
C -1.869 -0.101 -0.940  -0.288
C -3.008 -0.914 -1.326  -0.845
C -3.369 -2.104 -0.464  0.744
N -4.409 -3.008 -0.676  -0.652
S -4.348 -4.133 0.548  0.184
N -3.048 -3.639 1.485  -0.670
C -2.615 -2.501 0.806  0.673
C -1.452 -1.628 1.176  -0.511
H 3.093 -2.077 2.024  0.293
H 3.081 -3.222 0.614  0.318
H 4.434 -3.279 1.794  0.334
H 5.049 -2.114 -0.469  0.266
H 5.270 -0.994 1.009  0.277
H 1.397 -1.405 0.742  0.105
H 1.189 -0.661 -0.919  0.380
H 0.036 1.397 0.236  0.077
H 0.156 0.517 1.833  0.398
H -1.488 0.790 -1.497  0.403
H -3.591 -0.639 -2.234  0.324
H -0.784 -1.792 2.057  0.339
C -1.446 4.067 -0.831  0.562
O -1.184 2.876 -0.755  -0.575
N -1.907 4.783 0.227  -0.394
N -1.298 4.777 -1.981  -0.412
H -2.127 5.761 0.187  0.166
H -2.029 4.291 1.095  0.218
H -0.958 4.280 -2.786  0.215
H -1.506 5.754 -2.065  0.162


No. 5
Formula: C5H14N2O2Si
Source: the OMol25 dataset
Level of theory: the ωB97M-V functional and the def2-TZVPD basis

Orbital gap (spin up / spin down), eV: 6.4 / 6.4
Spin multiplicity: 1
HOMO level (spin up / spin down), eV: -8.92 / -8.92
ΔE to the lowest compared entry with this formula, charge and spin, kcal per mole: 168.5

Last column: Mulliken charge in e.
Positions of all 24 atoms, in Å:
C 0.106 3.701 1.680  -0.898
C 1.108 -2.993 -1.810  -1.193
C -1.466 -1.165 -1.423  -0.966
C 0.255 -2.004 0.883  -1.169
C 0.130 3.509 0.116  -0.507
N 1.132 1.815 -0.987  -0.546
N 0.300 2.036 -0.197  1.120
O -0.411 1.374 0.505  -0.547
O 1.404 -0.331 -1.373  -0.613
Si 0.386 -1.380 -0.837  0.855
H 1.222 3.450 1.996  0.251
H -0.116 4.715 2.094  0.342
H -0.463 2.850 2.157  0.297
H 0.281 -3.257 -2.365  0.376
H 1.952 -2.714 -2.319  0.314
H 1.383 -3.698 -0.975  0.279
H -1.689 -0.057 -1.770  0.216
H -1.449 -1.886 -2.289  0.305
H -2.103 -1.599 -0.667  0.310
H -0.379 -1.351 1.423  0.350
H -0.133 -2.996 0.874  0.388
H 1.169 -2.194 1.517  0.331
H -0.813 3.822 -0.382  0.285
H 0.826 4.096 -0.456  0.418


Q: Among the records above, which one has the lowest ΔE to the lowest compared entry with this formula, charge and spin?
A: CHO3